DFT (ωB97M-V/def2-TZVPD) results for C3H6N4 in the gas phase.

```
! wB97M-V def2-TZVPD RIJCOSX def2/J DEFGRID3
* xyz 0 1
C -1.07562 1.69348 0.01936
N -0.06841 0.72187 -0.04506
C 1.29019 0.83772 -0.03056
N 1.81291 -0.38887 -0.08135
N 0.84480 -1.27923 0.12457
C -0.30780 -0.74422 0.07853
N -1.65125 -1.22970 -0.17119
H -0.68718 2.77084 -0.19101
H -1.90722 1.66835 -0.70655
H -1.45325 1.68544 1.10896
H 1.76841 1.77781 0.08427
H -2.10612 -1.22077 0.79440
H -1.62157 -2.17200 -0.28293
*
```

## Properties
E_tot   -9167.0481 eV
SMILES string   Cn1cnnc1N
Orbital gap   9.78 eV
Molecular weight   98.109 u
HOMO energy   -9.1 eV
Max |F|   5.122 eV/Å

DFT (ωB97M-V/def2-TZVPD) results for 14 unconnected molecules or ions with the total composition C28H46BrN14PS.

```
! wB97M-V def2-TZVPD RIJCOSX def2/J DEFGRID3
* xyz 0 1
C 0.38868 0.13361 2.42587
C 0.07117 1.46674 1.75839
N 0.78924 1.65992 0.48037
P 0.28544 0.78488 -0.90350
S 1.39791 -1.04267 -0.91485
Br -1.83982 0.06456 -0.67354
H -0.46687 -0.23153 2.97565
H 0.70328 -0.62300 1.72127
H 1.19184 0.25971 3.13572
H -0.99599 1.65372 1.70285
H 0.46070 2.21849 2.42900
H 0.64775 2.63295 0.21921
H 0.64638 -1.86201 -0.14438
C -0.98182 2.05662 -4.87679
C -0.75770 3.23030 -4.03268
N -0.58247 4.13897 -3.36508
H -1.69654 1.38730 -4.39943
H -1.37567 2.36729 -5.84202
H -0.04136 1.53031 -5.02657
C -5.63109 0.75489 -0.04335
C -6.44535 0.29007 1.07866
N -7.06722 -0.07895 1.96261
H -4.57766 0.67737 0.21522
H -5.82642 0.14450 -0.92109
H -5.86738 1.79164 -0.27279
C 4.93387 -1.25970 -0.42964
C 6.11683 -1.80313 0.23663
N 7.04020 -2.22779 0.75722
H 5.22016 -0.42994 -1.07311
H 4.46338 -2.03190 -1.03336
H 4.21916 -0.90664 0.31157
C 1.74176 4.57652 4.42034
C 0.70874 4.75100 3.40058
N -0.10277 4.88292 2.60913
H 1.95877 5.53344 4.89046
H 1.39444 3.87556 5.17622
H 2.64702 4.18379 3.96012
C 6.06580 2.12735 1.61593
C 4.81415 2.24227 2.36758
N 3.84630 2.34588 2.96372
H 6.69428 2.99124 1.82033
H 6.59604 1.22267 1.90891
H 5.85695 2.08907 0.54909
C -3.89926 3.21307 -7.98453
C -4.38060 2.28209 -6.96289
N -4.76236 1.55648 -6.16997
H -4.63027 4.00455 -8.13276
H -2.95651 3.65444 -7.66764
H -3.74971 2.68381 -8.92303
C -5.31808 -2.90307 -2.52086
C -4.77845 -1.57304 -2.80713
N -4.35625 -0.52888 -2.99778
H -6.21753 -2.81441 -1.92191
H -5.55850 -3.41164 -3.45036
H -4.58321 -3.48928 -1.97700
C -6.39617 -4.05629 1.61438
C -6.45927 -4.62192 0.26581
N -6.51021 -5.05217 -0.79052
H -7.38690 -4.06593 2.06268
H -5.71867 -4.64600 2.22789
H -6.03735 -3.02960 1.56893
C 7.96400 6.37441 2.99321
C 7.97482 5.80245 1.64671
N 7.98263 5.36054 0.59454
H 6.95385 6.34598 3.39601
H 8.62445 5.80207 3.64089
H 8.30542 7.40635 2.95590
C 7.56731 -5.61345 0.76214
C 6.63377 -6.49875 1.45780
N 5.90640 -7.19009 2.00145
H 7.20314 -4.58844 0.79453
H 8.54280 -5.65911 1.24102
H 7.66427 -5.92546 -0.27574
C 3.68694 -4.97806 3.78943
C 2.81214 -3.95018 3.22592
N 2.13498 -3.14478 2.78356
H 4.21681 -5.49402 2.99129
H 4.41118 -4.51674 4.45739
H 3.09500 -5.69980 4.34761
C -3.14349 -3.40327 -6.45921
C -4.04886 -4.29034 -5.72996
N -4.75854 -4.98135 -5.16284
H -3.49928 -2.37703 -6.38571
H -2.14496 -3.46735 -6.03241
H -3.10627 -3.69721 -7.50589
C -6.06579 2.47441 4.13820
C -4.84679 1.86399 4.66722
N -3.89431 1.38889 5.07885
H -5.80811 3.33370 3.52191
H -6.60779 1.74958 3.53382
H -6.70054 2.80248 4.95859
*
```

## Properties
E_tot   -140807.1947 eV
Orbital gap   8.96 eV
Molecular weight   721.719 u
HOMO energy   -8.7 eV
Max |F|   1.754 eV/Å

DFT (ωB97M-V/def2-TZVPD) results for 2 unconnected molecules or ions with the total composition C4H8IN2.

```
! wB97M-V def2-TZVPD RIJCOSX def2/J DEFGRID3
* xyz 1 1
C 1.06973 0.03028 1.66473
C 1.18927 -0.34229 -0.46365
C 0.03384 0.42906 -0.22225
C -1.06312 0.90692 -1.10981
N 0.01152 0.70215 1.09965
N 1.77599 -0.53878 0.68522
I -1.95188 -2.32038 0.32729
H 1.37012 0.18980 2.61639
H -1.76613 -1.58971 -1.33367
H 1.77422 -0.48622 -1.37725
H -1.22040 1.96231 -1.20569
H -2.14100 0.60929 -0.81336
H -0.83588 0.68301 -2.18122
H -0.81975 0.89069 1.55284
H 2.57346 -1.12615 0.76080
*
```

## Properties
E_tot   -15351.1470 eV
Orbital gap   9.57 eV
Molecular weight   211.026 u
HOMO energy   -13.3 eV
Max |F|   4.671 eV/Å

DFT (ωB97M-V/def2-TZVPD) results for a molecular structure, C31H82CdN5O13.

```
! wB97M-V def2-TZVPD RIJCOSX def2/J DEFGRID3
* xyz 1 1
Cd 0.06421 1.02503 5.23431
C 0.45434 1.02934 1.87427
O 0.84853 0.95973 3.22015
H -0.11541 0.11654 1.70026
H -0.14768 1.93054 1.75804
H 1.31619 1.03277 1.20696
C 2.44956 8.51586 3.74297
O 2.81407 7.10551 3.70934
C 3.38927 6.85829 2.43186
C 3.69560 5.34889 2.43588
N 4.47628 5.02244 1.23852
C 4.53888 3.57060 0.93558
C 3.27336 3.08599 0.23663
O 3.24197 3.58612 -1.13341
C 4.09681 2.90491 -2.05562
H 1.92127 8.75435 4.66608
H 1.67931 8.69797 2.99353
H 3.27038 9.20983 3.56202
H 4.23382 7.52011 2.23994
H 2.67000 7.16390 1.67202
H 2.81245 4.73744 2.62105
H 4.24483 5.09423 3.34230
H 4.13236 5.58994 0.47710
H 4.72655 3.06290 1.88168
H 5.39382 3.41213 0.27826
H 2.43794 3.43729 0.84224
H 3.17567 2.00042 0.22705
H 4.38261 3.57891 -2.86318
H 3.60935 1.98380 -2.37504
H 5.01010 2.56642 -1.56631
C -3.89958 -2.95825 2.83699
O -3.60420 -2.58451 1.49417
C -2.29367 -1.90245 1.39647
C -1.83752 -1.76465 -0.10552
N -1.66810 -3.11596 -0.77734
C -1.30839 -3.05403 -2.18828
C -1.60144 -4.37030 -2.88457
O -3.01168 -4.56528 -2.98318
C -3.35897 -5.79622 -3.50019
H -3.28900 -3.75744 3.25720
H -4.89949 -3.36785 2.69378
H -3.94633 -2.14303 3.55903
H -1.49346 -2.55368 1.74813
H -2.30686 -0.91936 1.86705
H -0.88673 -1.23185 -0.09070
H -2.56100 -1.24904 -0.73704
H -2.48871 -3.68863 -0.64042
H -0.25405 -2.84664 -2.37117
H -1.87044 -2.27104 -2.69733
H -1.08392 -5.16257 -2.34366
H -1.09605 -4.52384 -3.83805
H -4.39238 -5.99864 -3.21877
H -2.69874 -6.55594 -3.08185
H -3.38895 -5.76315 -4.58928
C -3.32556 4.58753 1.41223
O -3.47180 3.62351 0.35850
C -3.59640 2.32732 0.83077
C -5.04332 1.80430 1.12493
N -5.94334 2.12497 0.02902
C -7.32118 1.70472 0.24938
C -8.30317 2.19445 -0.88915
O -8.36737 3.55953 -1.07694
C -9.20518 4.01417 -2.13164
H -2.34674 4.45278 1.87250
H -4.21276 4.55200 2.04446
H -3.30936 5.62352 1.07375
H -2.85294 2.18240 1.61457
H -3.17301 1.65193 0.08734
H -5.38902 2.21502 2.07356
H -4.99128 0.72929 1.29740
H -5.92508 3.07773 -0.30566
H -7.61424 2.18692 1.18196
H -7.37535 0.63565 0.45494
H -9.33584 1.90749 -0.69079
H -7.88066 1.71819 -1.77389
H -9.07051 3.43081 -3.04250
H -9.00047 5.04220 -2.43054
H -10.25753 3.76294 -1.99912
C 3.84484 -6.63455 6.65631
O 2.76288 -6.01641 5.93641
C 2.53759 -4.63021 6.43814
C 1.47970 -3.97597 5.49978
N 2.07802 -3.75061 4.16781
C 1.08619 -3.07841 3.36710
C 1.66476 -3.07434 1.96437
O 1.36716 -4.33620 1.35103
C 1.65714 -4.28644 -0.01033
H 4.78299 -6.39572 6.15537
H 3.71178 -7.70670 6.51174
H 3.95523 -6.28838 7.68397
H 3.47671 -4.07855 6.39545
H 2.16152 -4.71830 7.45741
H 1.24482 -3.02438 5.97665
H 0.56170 -4.56355 5.48932
H 2.15636 -4.61590 3.65279
H 1.07671 -2.09615 3.83952
H 0.11167 -3.56667 3.36897
H 2.68513 -2.69149 1.94528
H 1.21641 -2.25903 1.39660
H 0.90971 -3.71438 -0.56006
H 1.59330 -5.31600 -0.36250
H 2.66544 -3.94986 -0.25146
C 3.48410 1.41239 -9.75505
O 2.56142 0.64449 -9.01694
C 3.03159 -0.67534 -8.74608
C 2.35532 -1.30945 -7.53208
N 2.64706 -0.73740 -6.22446
C 1.86672 -1.33271 -5.13946
C 2.32784 -0.69990 -3.81048
O 1.88889 -1.34732 -2.64097
C 2.06349 -0.67069 -1.40368
H 3.19834 2.43616 -9.99657
H 3.68575 0.96202 -10.72696
H 4.46952 1.47461 -9.29335
H 4.11695 -0.64440 -8.65060
H 2.76932 -1.31072 -9.59202
H 2.69555 -2.34235 -7.45815
H 1.29393 -1.17152 -7.73832
H 2.56609 0.26814 -6.17513
H 1.86625 -2.42221 -5.17257
H 0.82803 -1.02844 -5.26847
H 2.05796 0.35199 -3.71660
H 3.41361 -0.79471 -3.82492
H 1.40256 0.19605 -1.40923
H 3.09361 -0.39799 -1.17438
H 1.62791 -1.29418 -0.62288
O 3.85242 0.61456 2.45497
H 2.91162 0.71840 2.59761
H 4.19253 0.32220 3.30060
O -1.36897 -0.43221 4.74865
H -1.77469 -0.67567 3.91657
H -1.45651 -1.21273 5.29579
*
```

## Properties
E_tot   -72089.7757 eV
Orbital gap   2.56 eV
Molecular weight   845.431 u
HOMO energy   -10.0 eV
Max |F|   2.961 eV/Å

DFT (ωB97M-V/def2-TZVPD) results for 2 unconnected molecules or ions with the total composition C3H6N4O.

```
! wB97M-V def2-TZVPD RIJCOSX def2/J DEFGRID3
* xyz 0 1
C 3.22004 0.45517 0.00303
C 0.06810 0.01136 -0.00180
C -3.46461 -0.07929 -0.08716
H 4.30316 0.78392 -0.13169
H 2.69278 1.43440 -0.32482
H 0.91274 -1.97591 0.34876
H -1.47173 -1.59393 0.10426
H -3.42727 -1.14490 0.40524
H -4.26129 0.51829 -0.08257
N 2.47465 -0.73505 0.01821
N 1.15125 -0.67896 -0.23775
N -1.19751 -0.51144 0.19775
N -2.27856 0.47461 -0.21386
O 0.15769 1.22632 0.23075
*
```

## Properties
E_tot   -11208.6331 eV
Orbital gap   9.21 eV
Molecular weight   114.108 u
HOMO energy   -9.3 eV
Max |F|   10.060 eV/Å

DFT (ωB97M-V/def2-TZVPD) results for C4H5NO in the gas phase.

```
! wB97M-V def2-TZVPD RIJCOSX def2/J DEFGRID3
* xyz 0 1
C -1.53774 -0.02478 -0.52887
C -0.27363 -0.01235 0.28279
O -0.39722 0.13333 1.47184
C 1.16521 -0.14769 -0.30382
C 1.95129 0.48137 0.78105
N 1.94512 0.71726 1.91671
H -2.19196 0.70226 -0.03711
H -1.99626 -1.01025 -0.39903
H -1.43806 0.20389 -1.58867
H 1.25458 0.13384 -1.36333
H 1.51865 -1.17689 -0.23156
*
```

## Properties
E_tot   -7765.0769 eV
SMILES string   CC(=O)CC#N
Orbital gap   10.82 eV
Molecular weight   83.090 u
HOMO energy   -10.2 eV
Max |F|   1.726 eV/Å